C21H50FNO13 | ωB97M-V/def2-TZVPD

Orbital gap = 7.87 eV
LUMO = 0.5 eV
Energy = -1962.2431 hartree
Multiplicity = 1
Max |F| = 0.19104 hartree/bohr
Energy above the lowest of the compared OMol25 structures with the same formula, charge and spin = 0.0 kcal/mol

Geometry as XYZ:
```
86
Properties=species:S:1:pos:R:3:lowdin_charge:R:1
N 1.076 -0.938 -0.723 0.22
H 1.932 -1.035 -1.508 0.17
H 0.228 -1.062 -1.329 0.08
H 1.009 0.095 -0.438 0.10
H 1.284 -1.654 0.050 0.12
O -0.685 0.875 -1.680 -0.51
H -0.318 1.802 -2.020 -0.06
C -3.191 -1.111 -1.465 0.00
C -2.380 -1.558 -2.748 -0.34
O -3.370 -1.979 -3.615 0.15
C -4.566 -1.822 -2.970 -0.58
O -5.579 -2.063 -3.657 0.09
O -4.567 -1.472 -1.759 0.14
F -1.583 -2.521 -2.321 0.06
H -3.181 -0.028 -1.321 0.12
H -2.810 -1.385 -0.553 0.08
H -1.680 -0.797 -3.136 0.14
C 2.436 2.293 -0.440 -0.10
O 3.146 1.231 -1.120 -0.23
C 3.262 1.533 -2.498 -0.20
C 3.994 0.415 -3.252 -0.37
O 3.190 -0.547 -3.198 -0.12
C 3.780 -1.821 -3.621 -0.08
C 2.557 -2.848 -3.490 -0.12
O 2.545 -3.323 -2.087 -0.21
C 1.508 -4.275 -1.967 -0.14
H 3.173 3.269 -0.418 0.13
H 2.459 2.066 0.526 0.02
H 1.572 2.772 -0.990 0.10
H 3.664 2.643 -2.512 0.15
H 2.200 1.527 -3.073 0.17
H 5.086 0.507 -3.016 0.15
H 4.118 0.662 -4.355 0.14
H 4.600 -2.338 -3.142 0.12
H 4.263 -1.802 -4.546 0.10
H 2.739 -3.932 -4.014 0.16
H 1.724 -2.539 -3.971 0.08
H 1.567 -5.092 -2.742 0.09
H 0.598 -3.823 -2.345 0.07
H 1.577 -4.795 -1.022 0.09
C -1.420 -4.564 0.174 -0.14
O -0.781 -3.347 0.476 -0.21
C -1.198 -2.871 1.807 -0.17
C -0.833 -1.458 2.021 -0.33
O 0.407 -1.271 2.082 -0.12
C 1.012 -1.673 3.145 -0.22
C 2.475 -1.057 3.120 -0.03
O 2.816 -0.886 1.613 -0.26
C 4.264 -0.636 1.273 -0.05
H -2.428 -4.464 0.043 0.04
H -1.168 -5.592 0.866 0.16
H -0.988 -4.772 -0.846 0.08
H -1.073 -3.539 2.740 0.15
H -2.348 -2.799 1.712 0.15
H -1.351 -1.036 2.935 0.16
H -1.351 -0.836 1.266 0.13
H 1.257 -2.832 3.202 0.17
H 0.494 -1.390 3.914 0.07
H 3.303 -1.647 3.549 0.12
H 2.405 -0.068 3.440 0.09
H 4.499 -0.760 0.241 0.07
H 4.845 -1.326 1.817 0.05
H 4.576 0.320 1.734 0.09
C -5.622 4.427 2.820 -0.03
O -4.881 3.315 2.159 -0.22
C -4.334 3.565 0.890 -0.25
C -2.992 2.872 0.613 -0.26
O -2.209 3.023 1.636 -0.14
C -0.909 2.624 1.511 -0.16
C -0.258 2.702 3.059 -0.21
O -0.433 3.863 3.739 -0.19
C -0.008 5.063 2.980 -0.03
H -6.125 3.801 3.566 0.09
H -6.458 4.890 2.303 0.07
H -4.643 4.950 2.879 0.11
H -4.347 4.529 0.498 0.09
H -5.123 3.169 0.204 0.13
H -2.342 3.485 -0.317 0.20
H -3.482 1.920 0.392 0.11
H -0.332 3.333 0.886 0.11
H -0.877 1.596 1.134 0.10
H 0.831 2.561 3.076 0.10
H -0.632 1.771 3.571 0.12
H 0.741 4.523 2.494 0.05
H 0.435 5.816 3.647 0.09
H -0.800 5.615 2.460 0.10
```